Record 1
The following is a DFT calculation (ωB97M-V/def2-TZVPD) of a 2-piece molecular cluster, C3H4ClNO overall in a non-equilibrium geometry.

Last column: Löwdin charge in e.
Atoms and positions in Å:
C: -0.961 0.571 -1.005  0.03
C: 0.903 -0.472 -0.061  -0.58
C: 1.881 0.206 0.523  -0.12
N: -1.982 0.524 -0.410  -0.03
O: -2.012 -0.380 0.724  -0.06
Cl: 1.160 -2.153 -0.573  0.52
H: -0.620 1.138 -1.794  0.06
H: -2.923 -0.419 1.102  0.11
H: 2.775 -0.292 0.803  0.04
H: 1.779 1.277 0.691  0.05

Computed properties:
LUMO energy ... -0.263 eV
Spin multiplicity ... 1
HOMO-LUMO gap ... 8.922 eV
Total charge ... 0



Record 2
The following is a DFT calculation (ωB97M-V/def2-TZVPD) of a 2-piece molecular cluster, C6H9N3 overall in a non-equilibrium geometry.

Last column: Löwdin charge in e.
Atoms and positions in Å:
C: -1.908 1.362 0.159  -0.15
C: -1.934 -1.014 -0.327  -0.25
C: 0.498 -0.524 0.110  -0.50
C: 1.382 -0.163 1.085  -0.06
C: 2.506 0.255 0.309  -0.12
C: 2.303 0.130 -1.070  -0.08
H: -1.232 0.986 1.009  0.08
H: -2.589 2.030 0.635  0.04
H: -1.356 1.835 -0.750  0.10
H: -2.518 -1.935 -0.489  0.10
H: -0.712 -2.121 1.407  0.31
H: 1.343 -0.016 2.284  0.15
H: 3.257 0.739 0.750  0.04
H: 3.006 0.380 -1.889  0.11
H: 0.130 -0.438 -1.814  0.23
N: -2.511 0.200 -0.547  -0.04
N: -0.674 -1.325 0.237  -0.01
N: 1.007 -0.381 -1.100  0.04

Computed properties:
LUMO energy ... -0.022 eV
Spin multiplicity ... 1
HOMO-LUMO gap ... 7.798 eV
Total charge ... 0



Record 3
The following is a DFT calculation (ωB97M-V/def2-TZVPD) of C35H67Cl40InNO4S as an isolated structure in a non-equilibrium geometry.

Last column: Löwdin charge in e.
Atoms and positions in Å:
C: 6.984 0.334 1.051  -0.13
O: 6.456 1.600 1.538  -0.24
C: 5.445 2.021 0.562  -0.23
C: 4.092 2.484 1.329  -0.15
C: 2.890 2.503 0.266  -0.19
C: 1.879 3.746 0.397  -0.20
C: 0.329 3.361 0.324  -0.21
C: -0.053 2.324 -0.829  -0.21
C: -1.379 1.523 -0.327  -0.32
C: -1.164 -0.035 -0.624  -0.28
In: 0.163 -1.031 0.938  0.77
O: -0.872 -2.796 1.520  -0.43
C: 0.609 0.303 2.708  -0.34
S: -0.871 0.344 3.849  0.64
O: -0.567 1.224 5.057  -0.47
O: -1.229 -1.068 4.286  -0.44
C: 2.061 -1.805 -0.103  -0.30
C: 2.852 -2.835 0.662  -0.10
C: 4.108 -3.449 0.037  -0.05
C: 4.369 -2.881 -1.361  -0.17
C: 3.444 -1.819 -1.908  -0.38
N: 2.277 -1.215 -1.371  -0.06
H: 6.160 -0.471 1.059  0.10
H: 7.844 0.026 1.729  0.09
H: 7.368 0.414 -0.026  0.09
H: 5.867 2.873 -0.105  0.11
H: 5.236 1.133 -0.127  0.11
H: 3.934 1.748 2.178  0.12
H: 4.239 3.535 1.740  0.10
H: 3.384 2.598 -0.772  0.12
H: 2.375 1.487 0.276  0.09
H: 2.098 4.554 -0.384  0.08
H: 2.052 4.200 1.441  0.11
H: -0.007 3.036 1.372  0.09
H: -0.273 4.321 0.109  0.11
H: -0.333 2.876 -1.795  0.02
H: 0.764 1.581 -1.096  0.09
H: -2.240 1.901 -0.958  0.02
H: -1.573 1.644 0.788  0.07
H: -2.191 -0.540 -0.580  0.03
H: -0.739 -0.262 -1.663  0.04
H: -0.312 -3.274 2.171  -0.05
H: 1.498 -0.070 3.337  0.05
H: 0.883 1.386 2.433  0.02
H: -1.975 0.862 3.157  0.05
H: 2.519 -3.156 1.697  0.08
H: 4.761 -4.229 0.532  0.09
H: 5.264 -3.267 -1.977  -0.12
H: 3.727 -1.418 -2.942  0.03
C: -3.808 -4.887 1.107  -0.99
Cl: -4.972 -4.017 0.100  0.51
Cl: -4.193 -6.614 1.183  0.53
H: -2.812 -4.764 0.683  0.02
H: -3.832 -4.474 2.113  0.03
C: -4.667 -7.300 -2.515  -1.04
Cl: -5.832 -6.430 -3.521  0.49
Cl: -5.051 -9.024 -2.438  0.49
H: -3.672 -7.178 -2.940  0.03
H: -4.691 -6.887 -1.508  -0.04
C: -7.731 -7.464 2.501  -1.01
Cl: -8.896 -6.594 1.494  0.50
Cl: -8.114 -9.188 2.576  0.50
H: -6.736 -7.341 2.078  -0.03
H: -7.758 -7.052 3.508  0.03
C: -4.394 1.966 5.106  -1.01
Cl: -5.372 3.402 5.435  0.48
Cl: -5.069 1.025 3.769  0.51
H: -3.385 2.279 4.844  0.01
H: -4.367 1.344 5.998  0.03
C: 5.988 0.299 -5.006  -1.03
Cl: 6.011 -1.059 -3.876  0.55
Cl: 5.232 1.723 -4.279  0.49
H: 7.010 0.546 -5.285  0.03
H: 5.423 0.012 -5.890  -0.07
C: -8.462 -12.508 0.550  -1.05
Cl: -6.718 -12.382 0.808  0.50
Cl: -8.831 -13.471 -0.887  0.49
H: -8.914 -12.983 1.418  0.03
H: -8.874 -11.508 0.420  0.00
C: 7.752 -5.265 -3.162  -0.97
Cl: 6.606 -3.929 -2.982  0.61
Cl: 8.955 -5.256 -1.867  0.51
H: 7.205 -6.205 -3.131  0.03
H: 8.263 -5.166 -4.119  0.03
C: 7.508 5.599 1.015  -0.97
Cl: 7.789 7.019 2.032  0.56
Cl: 6.202 5.890 -0.138  0.54
H: 8.421 5.370 0.466  0.04
H: 7.240 4.755 1.650  0.03
C: -12.156 -9.069 2.655  -1.08
Cl: -11.369 -10.575 3.139  0.47
Cl: -13.564 -8.728 3.671  0.51
H: -11.444 -8.252 2.751  -0.01
H: -12.480 -9.156 1.621  -0.06
C: -3.484 4.599 -2.318  -0.97
Cl: -1.955 4.059 -3.031  0.57
Cl: -3.673 3.990 -0.671  0.54
H: -3.497 5.687 -2.292  0.03
H: -4.308 4.235 -2.930  0.03
C: 8.145 6.590 5.543  -1.05
Cl: 8.863 5.044 6.011  0.50
Cl: 6.788 7.011 6.596  0.50
H: 8.903 7.368 5.615  0.03
H: 7.786 6.517 4.518  -0.06
C: 3.056 7.774 -0.923  -1.05
Cl: 2.102 9.220 -0.573  0.50
Cl: 2.385 6.875 -2.288  0.51
H: 4.074 8.074 -1.167  0.01
H: 3.062 7.129 -0.045  0.01
C: -13.105 -11.536 -0.771  -0.99
Cl: -13.562 -12.046 0.860  0.51
Cl: -11.928 -10.217 -0.728  0.53
H: -12.665 -12.383 -1.295  0.03
H: -13.995 -11.198 -1.298  0.03
C: 9.200 8.156 -1.197  -1.05
Cl: 10.953 8.195 -0.971  0.51
Cl: 8.757 7.208 -2.621  0.50
H: 8.741 7.710 -0.318  -0.05
H: 8.838 9.174 -1.324  -0.04
C: 6.914 10.927 2.526  -1.01
Cl: 8.462 10.814 3.372  0.50
Cl: 7.082 10.490 0.822  0.48
H: 6.204 10.249 2.996  0.03
H: 6.548 11.950 2.593  0.03
C: 3.048 0.819 -7.798  -0.99
Cl: 4.607 0.319 -8.469  0.52
Cl: 2.806 0.163 -6.175  0.55
H: 3.018 1.906 -7.747  0.03
H: 2.253 0.457 -8.447  0.03
C: 0.822 -4.438 -3.868  -0.98
Cl: 1.836 -3.324 -2.938  0.73
Cl: 0.817 -4.019 -5.588  0.48
H: 1.209 -5.450 -3.752  0.02
H: -0.197 -4.388 -3.489  0.03
C: -7.870 3.794 2.045  -1.02
Cl: -7.705 4.785 3.500  0.47
Cl: -6.420 3.883 1.040  0.48
H: -8.031 2.758 2.339  0.02
H: -8.722 4.151 1.470  0.02
C: -14.428 -6.329 0.955  -1.01
Cl: -12.687 -6.194 1.223  0.53
Cl: -14.782 -7.295 -0.483  0.50
H: -14.882 -6.805 1.822  0.00
H: -14.843 -5.331 0.822  0.03
C: 7.221 13.294 -2.492  -1.01
Cl: 7.940 11.748 -2.026  0.50
Cl: 5.866 13.714 -1.438  0.50
H: 7.979 14.072 -2.420  0.03
H: 6.862 13.222 -3.517  0.03

Computed properties:
LUMO energy ... 1.418 eV
Spin multiplicity ... 1
HOMO-LUMO gap ... 6.792 eV
Total charge ... -1



Number 1: HOMO energy -9.18 eV. Number 2: HOMO energy -7.82 eV. Number 3: HOMO energy -5.37 eV.